Entry from the Open Molecules 2025 dataset: a molecular structure, C19H24N2O in a non-equilibrium geometry (ωB97M-V with the def2-TZVPD basis set).

Each line ends with the natural charge from an NBO analysis.
Positions of all 46 atoms, in Å:
O1 0.955 -0.908 3.076  -0.691
H1 0.196 -1.560 2.905  0.476
C1 1.813 -0.783 2.145  -0.001
C2 1.091 -0.169 0.730  -0.122
C3 1.961 -0.177 -0.446  -0.417
C4 2.478 -1.488 -1.087  -0.142
N1 1.363 -2.147 -1.555  -0.444
C5 0.309 -2.502 -0.340  -0.199
C6 -0.087 -1.127 0.188  -0.420
H2 -0.817 -1.134 1.054  0.202
H3 -0.398 -0.584 -0.565  0.203
H4 -0.488 -3.084 -0.769  0.206
H5 0.593 -2.976 0.437  0.179
C7 0.917 -2.109 -2.704  -0.119
C8 -0.134 -0.971 -2.957  0.176
N2 0.633 0.384 -3.203  -0.427
C9 -0.259 1.523 -3.289  -0.012
C10 -1.532 1.457 -3.356  -0.248
C11 -2.167 0.080 -3.021  -0.094
C12 -1.320 -0.932 -3.029  -0.288
H6 -1.957 -2.035 -2.926  0.183
H7 -3.085 0.131 -3.292  0.197
H8 -1.976 2.272 -3.396  0.194
H9 0.555 2.388 -3.442  0.219
H10 0.235 -3.269 -2.931  0.087
H11 1.690 -2.017 -3.324  0.210
H12 3.025 -1.352 -1.907  0.193
H13 3.127 -2.264 -0.158  0.132
H14 1.880 0.531 -1.362  0.283
H15 3.129 0.368 -0.058  0.164
C13 0.746 1.185 0.972  -0.386
C14 -0.479 1.361 1.931  -0.081
C15 -1.688 1.373 1.628  -0.179
C16 -2.834 1.564 2.480  -0.227
C17 -2.441 1.788 3.807  -0.117
C18 -0.894 1.792 4.321  -0.256
C19 -0.176 1.588 3.330  -0.070
H16 1.145 1.993 3.537  0.141
H17 -0.756 2.044 5.248  0.208
H18 -3.001 1.839 4.516  0.148
H19 -3.734 1.637 2.267  0.192
H20 -1.768 1.299 0.412  0.195
H21 0.340 1.696 -0.146  0.188
H22 1.488 1.943 1.124  0.244
H23 2.331 -1.814 1.647  0.132
H24 2.443 0.024 2.470  0.187

## Properties
charge: 0
M: 296.414 g mol⁻¹
HOMO-LUMO gap: 7.479 eV
LUMO energy: -0.0098 hartree
2S+1: 1
ΔE to the lowest compared entry with this formula, charge and spin: 456.70 kcal/mol